Record 1
ORCA calculation (ωB97M-V/def2-TZVPD) on one molecule with the formula C6H8BrNO.

Last column: Mulliken charge in e.
Cartesian coordinates (Å):
C (1.1998, -1.9023, -0.4403)  -0.1859
C (0.8935, -1.7647, 0.8642)  -0.4979
C (0.6163, -0.9656, -1.3834)  -0.4084
C (0.2282, -0.5086, 1.3924)  -0.5942
C (-0.4437, 0.3033, 0.2540)  0.6523
C (-0.7943, 2.4523, -0.4428)  -0.7851
N (-0.0868, 0.0371, -1.0541)  -0.4791
O (-0.5982, 1.5669, 0.6519)  -0.3529
Br (-2.5657, -0.2526, -0.0479)  -0.1935
H (1.7622, -2.7735, -0.8430)  0.3262
H (1.3328, -2.5123, 1.4600)  0.4217
H (0.7350, -1.1244, -2.4886)  0.3387
H (-0.4341, -0.6382, 2.2786)  0.3918
H (0.9730, 0.0281, 1.8911)  0.3908
H (-1.9475, 2.7498, -0.3414)  0.2334
H (-0.5523, 1.9493, -1.3156)  0.4002
H (-0.3181, 3.3555, -0.4353)  0.3418

HOMO energy (spin up / spin down)   -6.248 / -9.692 eV
Total energy   -2937.24427 Eh
<S²>   2.02
Spin multiplicity   3



Record 2
ORCA calculation (ωB97M-V/def2-TZVPD) on one molecule with the formula C5H6S2.

Last column: Mulliken charge in e.
Cartesian coordinates (Å):
C (-1.1970, 0.0287, 1.0356)  -0.6928
C (-0.2628, -0.3083, 1.9360)  -0.2865
C (-0.2167, 1.2261, -1.0129)  -0.9653
C (-0.7896, -0.0060, -0.3906)  0.4466
C (0.5255, -0.6755, -0.3397)  -0.0974
S (1.3057, -0.6730, 1.2087)  -0.1007
S (1.4787, -1.2564, -1.7446)  -0.2140
H (-2.1510, 0.3319, 1.3759)  0.3801
H (-0.3821, -0.3664, 2.9682)  0.4477
H (0.2081, 0.8971, -1.9287)  0.3323
H (0.3988, 1.8568, -0.4291)  0.3347
H (-1.5720, -0.3693, -1.0917)  0.2778
H (2.6544, -0.6857, -1.5869)  0.1374

HOMO energy (spin up / spin down)   -7.768 / -7.176 eV
Total energy   -990.35324 Eh
Energy relative to the best compared isomer or geometry (same formula, charge and spin)   293.38 kJ/mol
Spin multiplicity   1



Record 3
ORCA calculation (ωB97M-V/def2-TZVPD) on a 2-piece molecular cluster, C6H10O overall.

Last column: Mulliken charge in e.
Cartesian coordinates (Å):
C (0.9471, 0.1265, -1.8983)  0.8513
C (1.9379, -0.7486, -2.0591)  -0.5510
C (0.2995, 1.4531, -2.0705)  -0.9079
C (-0.5869, 0.5902, 2.2461)  -1.0301
C (-0.4886, -1.6443, 0.8762)  -0.7554
C (-0.0047, -0.4922, 1.5409)  -0.0508
O (0.3346, -0.9923, -2.2205)  -0.3490
H (0.1224, 1.4273, -3.1119)  0.3504
H (0.9404, 2.4376, -1.9010)  0.2882
H (-0.6820, 1.2502, -1.6223)  0.2770
H (-1.6680, 0.5867, 2.2719)  0.3092
H (-0.2666, 1.5190, 1.7713)  0.2789
H (-0.2062, 0.4736, 3.2224)  0.3240
H (0.1674, -2.4723, 1.0590)  0.2928
H (-0.3446, -1.6037, -0.2322)  0.1242
H (-1.5304, -1.8828, 0.9862)  0.3511
H (1.0289, -0.0280, 1.1418)  0.1972

HOMO energy (spin up / spin down)   -7.010 / -10.572 eV
Total energy   -309.55812 Eh
Energy relative to the best compared isomer or geometry (same formula, charge and spin)   246.06 kJ/mol
<S²>   2.01
Spin multiplicity   3